A single C3H9N3O2 molecule, computed with ωB97M-V/def2-TZVPD.

- HOMO (eV) = -9.393
- gap between HOMO and LUMO (eV) = 10.173
- relative energy (zero: lowest compared OMol25 entry of this formula, charge and spin) (kcal/mol) = 57.2
- SMILES = O[C@@H]1NCN[C@H](O)N1
- net charge = 0
- LUMO energy (eV) = 0.780
- calculated total energy (Ha) = -434.43508

```
17
Properties=species:S:1:pos:R:3:forces:R:3
C 1.1104 0.1205 0.6913 0.2745 0.2863 0.0812
C -1.0353 0.8929 -0.1513 0.3813 -0.9897 -0.5460
C 0.1631 -0.7608 -1.3731 -0.0443 0.0000 -0.0745
N -0.0236 0.9939 0.9074 -0.3065 0.1836 -0.2655
N 1.3332 -0.1664 -0.7004 0.1038 -0.0715 0.1280
N -1.0511 -0.4875 -0.6275 0.7646 0.1603 -0.8184
O -2.3127 1.1235 0.2976 -0.8924 -2.5013 1.7476
O 0.9002 -1.1000 1.3989 0.1121 -0.3790 0.0326
H -2.4908 0.1503 0.6354 -0.5229 3.2093 -0.5778
H 0.5857 -0.8841 2.2839 -0.0094 0.1079 -0.0285
H 0.2490 1.9543 1.0608 0.1074 -0.0036 0.0115
H 2.1524 -0.7508 -0.8073 0.0027 0.0594 0.0374
H -1.0937 -1.1201 0.1703 0.1983 0.1790 0.0324
H 2.0156 0.6062 1.0851 -0.2244 -0.0651 -0.0848
H -0.8383 1.5574 -1.0067 0.0772 -0.0853 0.2250
H 0.2587 -1.8423 -1.5060 0.0165 0.0897 0.0204
H 0.0770 -0.2871 -2.3583 -0.0386 -0.1799 0.0796
```
Positions in Å, forces in eV/Å.

***

A single C4H10N2S2 molecule, computed with ωB97M-V/def2-TZVPD.

- HOMO (eV) = -9.254
- gap between HOMO and LUMO (eV) = 9.784
- relative energy (zero: lowest compared OMol25 entry of this formula, charge and spin) (kcal/mol) = 0.0
- SMILES = [H]/N=C(/N)[C@H](S)[C@H](C)S
- net charge = 0
- LUMO energy (eV) = 0.531
- calculated total energy (Ha) = -1064.29724

```
18
Properties=species:S:1:pos:R:3:forces:R:3
C -1.7962 -0.2559 1.3070 -0.0754 0.1628 -0.3060
C -0.4914 0.3561 0.7955 0.3272 -0.2908 0.6127
C 0.1452 -0.4958 -0.3136 0.2372 -0.1600 -0.1173
C 1.5987 -0.1553 -0.7082 -0.1149 -0.1462 -0.4980
H -1.6610 -1.3105 1.5561 0.0677 0.0009 0.0975
H -2.1188 0.2898 2.1933 -0.0987 -0.1006 -0.0474
H -2.5858 -0.1964 0.5474 0.1364 0.0890 0.1808
H 0.2207 0.3521 1.6496 -0.2921 0.0611 -0.5260
H -1.3401 1.8795 -0.7965 0.2921 0.1815 0.5152
H 0.2161 -1.5214 0.0682 -0.0922 0.1245 0.0474
H -1.7919 -1.4564 -1.3685 0.3433 0.3107 -0.1312
H 1.7814 1.5244 0.4235 0.3432 -0.5592 -0.1350
H 3.2296 0.8205 -0.1550 -0.4676 0.0221 0.1646
H 1.6385 -1.3586 -2.2086 0.5070 0.8464 0.5167
N 2.2750 0.6598 0.1728 0.2136 0.6847 0.0941
N 2.2225 -0.6560 -1.7022 -0.7361 -0.7514 -0.0963
S -0.6874 2.1190 0.3819 -0.3213 -0.2336 -0.5830
S -0.8551 -0.5951 -1.8428 -0.2693 -0.2420 0.2110
```
Positions in Å, forces in eV/Å.

***

A single C3H8N2O molecule, computed with ωB97M-V/def2-TZVPD.

- HOMO (eV) = -9.638
- gap between HOMO and LUMO (eV) = 10.461
- relative energy (zero: lowest compared OMol25 entry of this formula, charge and spin) (kcal/mol) = 84.8
- SMILES = CNC(=O)NC
- net charge = 0
- LUMO energy (eV) = 0.823
- calculated total energy (Ha) = -303.75702

```
14
Properties=species:S:1:pos:R:3:forces:R:3
C 1.8276 -0.4307 0.8454 -2.0650 -11.5263 5.7220
C -0.4154 -0.7319 -0.1877 -1.8257 -3.7353 -1.6040
C -1.7230 1.2272 -0.6409 0.1124 3.9774 1.9002
H 1.4889 0.1371 1.6221 -1.4474 1.2829 2.0174
H 2.2420 0.0783 0.2141 4.7846 5.4782 -7.0794
H 2.6415 -1.2644 1.3483 -2.0070 2.6311 -1.4949
H 0.7742 -2.3218 0.4014 -0.2540 -1.1538 0.3270
H 0.2585 0.8896 -0.8338 6.1500 2.6818 -5.2604
H -1.9902 0.9863 -1.6721 -0.3526 -0.2682 0.4193
H -2.5870 1.0116 0.2023 2.5037 0.3728 -2.4758
H -1.5074 2.5355 -0.6428 -0.8968 -3.9466 0.0906
N 0.7962 -1.3707 0.1690 -0.3368 5.2422 0.3476
N -0.3832 0.6809 -0.2595 -7.3969 -3.4561 5.3247
O -1.4227 -1.4269 -0.5660 3.0314 2.4198 1.7656
```
Positions in Å, forces in eV/Å.

***

A molecular structure, C14H24Cl3N2O3S4SbSe2SiW, computed with ωB97M-V/def2-TZVPD.

- HOMO (eV) = -7.859
- gap between HOMO and LUMO (eV) = 6.044
- relative energy (zero: lowest compared OMol25 entry of this formula, charge and spin) (kcal/mol) = 42.1
- net charge = 0
- LUMO energy (eV) = -1.815
- calculated total energy (Ha) = -9256.25737

```
55
Properties=species:S:1:pos:R:3:forces:R:3
W 0.9260 0.7948 0.6158 -1.1109 0.2655 -0.0242
C -0.5171 3.7786 2.6848 -0.1624 -0.1167 -0.2191
Se -0.3181 1.8519 2.8262 -0.1981 0.2914 0.6137
C -2.1771 1.4031 3.2349 -0.0334 0.0763 -0.2785
C -3.0995 1.3106 2.0384 0.1041 -0.0057 0.0015
Se -2.4138 0.0285 0.7508 -0.0933 -0.2679 0.1337
C -3.8862 0.2594 -0.4978 0.1095 0.0756 -0.0336
H -0.6645 4.1703 3.6829 -0.0171 0.0934 0.1267
H -1.3530 4.0440 2.0418 -0.0096 0.0231 0.0051
H 0.4086 4.1610 2.2689 0.1100 0.0345 -0.0411
H -2.5112 2.1673 3.9331 -0.0412 0.0215 0.0831
H -2.1117 0.4582 3.7602 -0.0101 -0.1723 0.1072
H -3.1925 2.2661 1.5252 -0.0353 0.1258 -0.0064
H -4.0904 0.9695 2.3292 -0.0898 0.0443 0.0983
H -4.7937 -0.1176 -0.0380 -0.0760 -0.0284 -0.0050
H -3.6573 -0.3233 -1.3862 -0.0201 -0.0078 -0.0344
H -4.0088 1.3097 -0.7595 -0.0204 -0.0156 -0.0357
S 4.1643 -1.5687 2.3683 -0.0819 0.0306 0.0056
Sb 2.4940 -0.3184 3.1834 0.2671 -0.3322 0.7338
S 2.5478 1.8629 1.9158 -0.0992 -0.8585 -0.7976
S 0.3855 -1.0223 2.0660 0.4826 0.2568 0.0797
S 2.1634 0.0754 5.3574 -0.0873 0.0819 -0.1429
O 2.1398 -3.9915 0.9750 0.0428 -0.1432 -0.0607
C 2.4210 -4.4036 -0.3521 -0.3844 0.0497 0.3054
N 1.2917 -5.1379 -0.8551 -0.2803 0.3871 -0.2247
C 0.1643 -4.6594 -1.4667 0.0894 -0.2761 0.0461
O -0.7114 -5.4100 -1.8715 0.3522 0.2543 0.1480
C -0.0275 -3.1698 -1.6722 0.0437 -0.1268 0.1597
C -0.7482 -2.7771 -2.7875 -0.1402 -0.0311 -0.1773
C -1.0606 -1.4374 -2.9535 -0.1097 -0.0510 -0.1280
C -0.6505 -0.5382 -1.9946 -0.0512 0.0042 -0.0772
N 0.0231 -0.9069 -0.9013 0.6389 0.4737 0.1967
C 0.3359 -2.1978 -0.7473 0.0226 -0.1764 -0.2589
H 2.9153 -3.5865 1.4048 -0.0849 0.1368 -0.2155
H 3.2900 -5.0545 -0.3823 0.1297 -0.1321 -0.0216
H 2.6034 -3.5587 -1.0070 0.0379 0.1585 -0.0667
H 1.2550 -6.1237 -0.6676 -0.0825 -0.1866 0.0282
H -1.0719 -3.5267 -3.5020 0.0453 0.0593 0.0879
H -1.6126 -1.0894 -3.8200 0.0746 -0.0411 0.1065
H -0.8599 0.5164 -2.0937 0.0062 0.0088 -0.0157
H 0.8674 -2.4618 0.1523 0.1045 -0.0607 0.1141
Cl 4.3044 1.6960 -1.0427 0.0329 0.0242 0.0904
Si 2.9253 0.1424 -0.9486 0.2670 0.5365 -0.6543
Cl 2.2155 0.1397 -2.9470 -0.0290 0.0488 -0.0511
Cl 4.1440 -1.5077 -1.0587 -0.0892 -0.1602 0.1519
C 1.4284 3.4636 -1.9253 0.1132 0.1778 0.2595
O 1.1710 3.0061 -0.5692 0.5284 0.1522 -0.4318
C 0.0637 2.2190 -0.4186 0.5883 -0.6542 0.6111
C -1.1762 2.8744 -0.8431 -0.6336 -0.1026 -0.3177
H 0.8941 4.3943 -2.0951 -0.0728 0.0929 0.0371
H 1.1361 2.7185 -2.6534 -0.0559 -0.2403 -0.0770
H 2.4939 3.6304 -1.9999 0.1370 0.0002 0.0687
H -1.1060 3.1880 -1.8868 -0.0419 0.0500 -0.0238
H -1.3228 3.7700 -0.2383 0.0032 0.1342 0.0177
H -2.0302 2.2189 -0.7325 -0.0897 0.0180 0.0030
```
Positions in Å, forces in eV/Å.